# C22H33AsF14N4OS5Sb2TeTi

A molecular structure, C22H33AsF14N4OS5Sb2TeTi (ωB97M-V/def2-TZVPD, the Open Molecules 2025 dataset).

The value obtained for the electronic energy is -8375.495577 hartree. The strongest force on any atom is 0.94 eV/Å. The value obtained for the gap between HOMO and LUMO (alpha / beta) is 5.72 / 5.72 eV. Its relative energy (zero: lowest compared OMol25 entry of this formula, charge and spin) is 1.295 eV. Its HOMO energy (alpha / beta) is -5.23 / -5.22 eV. Its spin multiplicity is 2. The total charge is -1.

Atoms and positions in Å:
1 Ti 1.36 -1.72 0.57
2 C 0.83 2.98 -1.60
3 Sb -0.14 1.95 0.00
4 C 0.82 2.72 1.73
5 C -1.63 3.56 0.02
6 C -2.27 3.78 1.34
7 C -1.87 4.83 2.18
8 C -2.44 4.99 3.44
9 C -3.41 4.10 3.87
10 C -3.82 3.07 3.05
11 C -3.26 2.89 1.78
12 C -3.63 1.74 0.92
13 Sb -2.25 0.04 1.18
14 C -3.05 -0.88 -0.58
15 C -1.37 0.02 5.44
16 H 1.22 3.88 -1.12
17 H 0.09 3.25 -2.36
18 H 1.63 2.40 -2.03
19 H 0.86 3.81 1.62
20 H 1.82 2.31 1.82
21 H 0.24 2.46 2.61
22 H -2.38 3.33 -0.74
23 H -1.09 4.45 -0.32
24 H -1.11 5.52 1.84
25 H -2.11 5.80 4.07
26 H -3.85 4.22 4.86
27 H -4.58 2.38 3.39
28 H -3.74 2.01 -0.13
29 H -4.58 1.32 1.25
30 H -4.14 -0.77 -0.56
31 H -2.77 -1.93 -0.59
32 H -2.67 -0.36 -1.46
33 H -2.36 -0.44 5.39
34 H -1.39 0.90 6.08
35 H -0.63 -0.70 5.80
36 F 1.16 -0.19 2.43
37 As 2.39 -0.73 3.63
38 F 2.86 -1.73 2.20
39 F 3.46 0.50 3.10
40 F 3.61 -1.45 4.58
41 F 1.77 0.30 4.85
42 F 1.27 -1.96 4.10
43 F 3.17 -4.21 0.15
44 C 2.53 -3.26 -0.58
45 F 1.85 -3.98 -1.55
46 F 3.54 -2.64 -1.29
47 F -1.07 -4.32 0.60
48 Te -0.99 -3.23 2.15
49 F -2.91 -2.97 1.72
50 F -1.31 -4.98 2.98
51 F 0.97 -3.54 1.88
52 F -1.00 0.42 4.16
53 O -0.52 -1.86 0.72
54 C 5.79 -1.30 1.25
55 S 6.03 0.43 0.75
56 C 5.33 0.42 -0.85
57 C 4.02 0.41 -1.16
58 S 2.75 0.43 0.05
59 S 3.67 0.52 -2.87
60 C 5.29 0.64 -3.46
61 S 5.65 0.94 -5.04
62 S 6.45 0.56 -2.19
63 H 5.59 -1.31 2.33
64 H 6.67 -1.90 1.03
65 H 4.92 -1.70 0.74
66 C -1.51 -1.38 -6.15
67 C -2.10 -2.26 -5.05
68 C -3.04 -1.47 -4.14
69 C -1.03 -3.00 -4.24
70 N -0.31 -2.16 -3.29
71 C -0.23 -2.28 -1.97
72 N 0.58 -1.33 -1.53
73 N 0.99 -0.64 -2.61
74 N 0.45 -1.12 -3.67
75 H -2.32 -0.94 -6.75
76 H -0.87 -1.95 -6.82
77 H -0.92 -0.57 -5.74
78 H -2.67 -3.06 -5.53
79 H -2.50 -0.65 -3.65
80 H -3.48 -2.10 -3.37
81 H -3.84 -1.02 -4.72
82 H -0.29 -3.46 -4.90
83 H -1.48 -3.78 -3.64
84 H -0.70 -3.03 -1.37